Record 1
A structure of composition C29H43BeCl3F4N3NaO16S2Si at a distorted geometry. Source: OMol25; level of theory: ωB97M-V/def2-TZVPD.

Computed properties:
Electronic energy, eV: -150788.4482
LUMO level, eV: -7.51
Orbital gap, eV: 0.755

Geometry (Å):
1 C 4.30 1.43 -1.99
2 Si 2.69 0.48 -1.79
3 C 3.00 -1.21 -2.57
4 C 1.39 1.30 -2.85
5 N 2.37 0.37 0.04
6 C 3.14 -0.42 0.81
7 C 4.30 -1.21 0.35
8 S 5.69 -0.87 1.52
9 O 6.91 -1.15 0.79
10 O 5.58 0.56 1.80
11 C 2.90 -0.55 2.19
12 C 1.89 0.15 2.82
13 C 1.66 -0.03 4.31
14 O 2.11 0.67 5.18
15 O 0.90 -1.05 4.68
16 C 1.13 1.00 1.99
17 C 1.39 1.07 0.65
18 O 0.57 1.95 -0.07
19 C 1.16 3.13 -0.07
20 N 1.49 4.22 -0.20
21 H 5.16 0.85 -1.68
22 H 4.38 1.65 -3.06
23 H 4.20 2.40 -1.48
24 H 4.08 -1.36 -2.70
25 H 2.54 -2.04 -2.02
26 H 2.58 -1.17 -3.59
27 H 0.37 1.03 -2.53
28 H 1.44 2.40 -2.76
29 H 1.54 1.00 -3.90
30 H 4.73 -1.02 -0.63
31 H 4.09 -2.29 0.43
32 H 5.52 -1.72 2.75
33 H 3.49 -1.22 2.82
34 H 0.53 -1.52 3.90
35 H 0.34 1.60 2.43
36 C 1.05 2.32 10.92
37 C 0.41 2.81 9.85
38 C 0.64 2.26 8.47
39 O 0.01 2.74 7.54
40 C 1.60 1.19 8.31
41 C 2.25 0.70 9.37
42 C 2.00 1.23 10.76
43 O 2.61 0.73 11.69
44 O 3.14 -0.28 9.27
45 O -0.47 3.81 9.93
46 H 0.90 2.71 11.91
47 H 1.75 0.82 7.30
48 H 3.46 -0.45 10.18
49 H -0.78 3.96 9.02
50 C -4.34 3.16 10.78
51 O -3.96 3.30 9.58
52 O -3.44 3.66 11.66
53 O -5.39 2.65 11.18
54 H -2.83 3.93 10.94
55 F 5.36 -2.69 3.83
56 Be 2.53 2.62 3.64
57 O 1.04 -0.74 -4.91
58 H 0.23 -1.07 -5.31
59 C 5.68 -7.03 3.14
60 F 6.29 -5.89 3.44
61 F 6.22 -7.49 2.01
62 F 5.96 -7.91 4.11
63 S 3.87 -6.79 2.97
64 O 3.72 -5.82 1.89
65 O 3.43 -6.29 4.25
66 O 3.35 -8.10 2.64
67 Na -0.04 1.44 -5.17
68 C -3.55 -0.58 -5.29
69 C -3.96 -0.11 -6.68
70 C -4.89 1.11 -6.69
71 C -6.18 1.06 -5.90
72 N -7.30 0.19 -6.42
73 C -7.77 0.58 -7.82
74 C -7.01 -0.34 -8.76
75 C -6.90 -1.66 -7.98
76 C -6.97 -1.29 -6.50
77 C -8.44 0.38 -5.47
78 H -4.40 -0.78 -4.64
79 H -2.97 -1.51 -5.36
80 H -2.92 0.17 -4.80
81 H -4.39 -0.94 -7.24
82 H -3.05 0.15 -7.23
83 H -5.09 1.41 -7.72
84 H -4.32 1.94 -6.27
85 H -6.59 2.07 -5.88
86 H -6.00 0.75 -4.87
87 H -8.84 0.38 -7.88
88 H -7.58 1.67 -8.00
89 H -6.02 0.06 -8.99
90 H -7.53 -0.47 -9.70
91 H -5.98 -2.20 -8.23
92 H -7.72 -2.32 -8.24
93 H -6.06 -1.48 -5.94
94 H -7.77 -1.85 -6.02
95 H -8.72 1.43 -5.47
96 H -8.12 0.07 -4.48
97 H -9.28 -0.23 -5.80
98 C 9.48 0.83 -0.48
99 Cl 10.40 2.19 0.17
100 Cl 8.31 1.37 -1.70
101 H 10.16 0.13 -0.94
102 H 8.93 0.35 0.32
103 Cl -6.75 3.53 -7.84

Atomic partial charges in e from the Mulliken method, atoms 1 to 2: number 1, C, carries -0.773; number 2, Si, carries -0.160

Record 2
A cluster of 6 separate species, C29H43BrIN5OSi in total at a distorted geometry. Source: OMol25; level of theory: ωB97M-V/def2-TZVPD.

Computed properties:
Structure (SMILES): BrCCC[Si@H](CCCI)C[C@@H]1CO1.c1cc[nH]c1.c1cc[nH]c1.c1cc[nH]c1.c1cc[nH]c1.c1cc[nH]c1
Electronic energy, eV: -126280.7347
LUMO level, eV: -0.14
Orbital gap, eV: 8.057

Geometry (Å):
1 Br 0.10 2.76 -2.71
2 C 0.71 0.97 -3.43
3 C -0.61 -0.03 -3.65
4 C -0.48 -1.45 -2.77
5 Si -0.89 -1.08 -0.92
6 C 0.02 -2.31 0.31
7 C 0.64 -1.41 1.53
8 C 1.93 -0.48 1.12
9 I 1.64 1.57 1.96
10 C -2.78 -1.00 -0.53
11 C -3.07 0.75 -0.46
12 C -2.66 1.48 1.07
13 O -4.19 1.21 0.54
14 H 1.19 1.21 -4.49
15 H 1.54 0.46 -2.78
16 H -1.59 0.57 -3.38
17 H -0.56 -0.36 -4.78
18 H -1.16 -2.27 -3.26
19 H 0.66 -1.75 -2.82
20 H -0.27 0.24 -0.63
21 H -0.74 -3.08 0.81
22 H 0.87 -2.93 -0.20
23 H -0.22 -0.67 1.88
24 H 0.98 -2.06 2.47
25 H 2.08 -0.32 -0.03
26 H 2.97 -0.87 1.54
27 H -3.08 -1.39 0.54
28 H -3.46 -1.40 -1.40
29 H -2.85 1.42 -1.49
30 H -2.13 2.40 0.60
31 H -2.26 0.69 1.83
32 C -7.00 -1.44 -0.74
33 C -7.58 -2.72 -0.55
34 C -7.00 -3.27 0.57
35 N -6.09 -2.37 1.06
36 C -6.09 -1.25 0.27
37 H -7.23 -0.74 -1.53
38 H -8.33 -3.20 -1.17
39 H -7.15 -4.22 1.06
40 H -5.52 -2.51 1.88
41 H -5.44 -0.41 0.50
42 C 4.39 2.97 6.78
43 C 4.20 3.10 5.38
44 C 3.54 1.98 4.95
45 N 3.32 1.17 6.04
46 C 3.84 1.77 7.16
47 H 4.88 3.68 7.44
48 H 4.52 3.93 4.76
49 H 3.20 1.68 3.96
50 H 2.86 0.27 6.01
51 H 3.76 1.29 8.12
52 C -6.62 -8.64 3.09
53 C -5.31 -8.25 3.44
54 C -5.26 -6.87 3.41
55 N -6.50 -6.42 3.04
56 C -7.34 -7.49 2.85
57 H -7.00 -9.65 3.02
58 H -4.48 -8.90 3.70
59 H -4.45 -6.18 3.61
60 H -6.76 -5.45 2.93
61 H -8.37 -7.34 2.55
62 C 5.88 2.00 -5.64
63 C 4.99 1.41 -6.56
64 C 3.71 1.78 -6.20
65 N 3.80 2.57 -5.08
66 C 5.12 2.72 -4.74
67 H 6.96 1.92 -5.63
68 H 5.25 0.78 -7.40
69 H 2.75 1.55 -6.64
70 H 3.02 2.99 -4.59
71 H 5.41 3.32 -3.88
72 C 6.71 7.14 -0.65
73 C 6.53 7.27 -2.05
74 C 5.86 6.15 -2.48
75 N 5.65 5.34 -1.39
76 C 6.16 5.94 -0.27
77 H 7.20 7.84 0.01
78 H 6.84 8.10 -2.67
79 H 5.52 5.85 -3.46
80 H 5.18 4.44 -1.42
81 H 6.09 5.46 0.69

Atomic partial charges in e from the Mulliken method, atoms 1 to 2: number 1, Br, carries -0.180; number 2, C, carries -0.203

Record 3
A cluster of 8 separate species, C29H43F3O24P in total. Source: OMol25; level of theory: ωB97M-V/def2-TZVPD.

Computed properties:
Electronic energy, eV: -97342.8448
LUMO level, eV: -2.73
Total charge: +1
Orbital gap, eV: 9.823

Geometry (Å):
1 O 8.57 0.32 1.41
2 C 8.66 0.52 0.00
3 C 7.36 0.17 -0.72
4 O 6.71 1.38 -1.10
5 C 5.57 1.22 -1.87
6 O 4.41 1.23 -1.02
7 C 4.08 2.52 -0.57
8 P 3.17 2.23 0.99
9 C 1.40 2.51 0.78
10 C 0.52 1.38 1.38
11 C -0.28 0.60 0.40
12 F -1.34 1.22 -0.14
13 C -0.04 -0.66 0.10
14 F -0.87 -1.57 -0.33
15 F 1.17 -1.18 0.31
16 H 7.96 0.97 1.77
17 H 9.45 -0.14 -0.34
18 H 8.92 1.56 -0.21
19 H 7.56 -0.45 -1.59
20 H 6.72 -0.38 -0.01
21 H 5.52 2.03 -2.60
22 H 5.53 0.26 -2.39
23 H 3.41 3.04 -1.27
24 H 4.94 3.16 -0.38
25 H 3.42 0.91 1.35
26 H 3.71 3.06 1.97
27 H 1.15 3.49 1.20
28 H 1.22 2.59 -0.30
29 H 1.10 0.68 1.98
30 H -0.20 1.83 2.06
31 C -3.96 0.44 -4.63
32 C -4.15 -0.13 -3.24
33 O -5.57 -0.20 -3.13
34 C -6.10 -0.26 -4.38
35 O -7.23 -0.51 -4.62
36 O -5.14 -0.02 -5.31
37 H -3.08 0.07 -5.14
38 H -3.96 1.53 -4.64
39 H -3.74 -1.14 -3.14
40 H -3.75 0.49 -2.45
41 C -1.79 -3.39 2.23
42 C -3.15 -3.98 1.92
43 O -3.50 -4.56 3.18
44 C -2.83 -3.93 4.16
45 O -3.02 -4.06 5.33
46 O -1.88 -3.11 3.63
47 H -1.57 -2.48 1.68
48 H -0.98 -4.11 2.07
49 H -3.88 -3.22 1.66
50 H -3.13 -4.73 1.14
51 C -7.56 -3.51 -0.75
52 C -7.35 -2.06 -1.15
53 O -5.97 -1.86 -0.79
54 C -5.36 -3.05 -0.78
55 O -4.17 -3.21 -0.69
56 O -6.24 -4.06 -0.89
57 H -8.26 -4.04 -1.39
58 H -7.88 -3.61 0.29
59 H -7.45 -1.90 -2.22
60 H -7.99 -1.36 -0.62
61 C 2.10 -5.10 1.13
62 C 2.16 -3.88 2.04
63 O 3.44 -4.01 2.64
64 C 4.23 -4.76 1.82
65 O 5.40 -4.90 1.96
66 O 3.48 -5.31 0.84
67 H 1.54 -4.94 0.21
68 H 1.71 -5.98 1.64
69 H 2.13 -2.94 1.48
70 H 1.39 -3.87 2.81
71 C 5.27 -0.12 5.42
72 C 5.98 -0.13 4.08
73 O 5.26 0.89 3.36
74 C 4.69 1.72 4.26
75 O 4.16 2.76 3.97
76 O 4.78 1.23 5.50
77 H 5.92 -0.33 6.27
78 H 4.41 -0.80 5.44
79 H 7.02 0.18 4.16
80 H 5.93 -1.08 3.55
81 C 2.21 5.30 -3.52
82 C 2.27 5.46 -5.03
83 O 3.59 5.00 -5.34
84 C 3.99 4.18 -4.36
85 O 4.97 3.49 -4.39
86 O 3.13 4.22 -3.31
87 H 1.23 5.04 -3.14
88 H 2.59 6.18 -3.00
89 H 1.54 4.83 -5.55
90 H 2.15 6.49 -5.37
91 C -7.94 1.88 -0.20
92 C -8.40 3.15 0.49
93 O -9.82 3.00 0.48
94 C -10.11 1.68 0.39
95 O -11.19 1.21 0.53
96 O -8.99 0.97 0.12
97 H -6.99 1.51 0.17
98 H -7.89 1.99 -1.29
99 H -8.06 3.21 1.53
100 H -8.12 4.06 -0.03

Atomic partial charges in e from the Mulliken method, atoms 1 to 2: number 1, O, carries -0.523; number 2, C, carries -0.509

Record 4
A structure of composition C29H43FN7SiV. Source: OMol25; level of theory: ωB97M-V/def2-TZVPD.

Computed properties:
Electronic energy, eV: -77481.6323
LUMO level (alpha / beta), eV: -2.32 / -2.47
2S+1: 4
Total charge: +1
Orbital gap (alpha / beta), eV: 7.504 / 7.533
Relative energy (zero: lowest compared OMol25 entry of this formula, charge and spin), kcal per mole: 0.0

Geometry (Å):
1 V 0.16 -0.12 -0.54
2 C -2.04 -1.02 3.92
3 N -1.72 -0.22 2.74
4 C -0.43 0.44 2.74
5 C -2.38 -0.43 1.57
6 N -1.71 -0.35 0.45
7 C -2.29 -0.07 -0.81
8 C -3.15 1.00 -0.94
9 C -3.65 1.40 -2.19
10 C -3.27 0.73 -3.32
11 C -2.37 -0.35 -3.24
12 C -2.04 -1.05 -4.43
13 C -1.21 -2.13 -4.40
14 C -0.66 -2.55 -3.18
15 C -0.94 -1.91 -2.00
16 N -0.23 -2.22 -0.82
17 C -0.08 -3.45 -0.37
18 N 0.87 -3.72 0.56
19 C 1.96 -2.80 0.82
20 C 0.66 -4.73 1.59
21 N -0.86 -4.50 -0.76
22 C -2.25 -4.37 -1.14
23 C -0.28 -5.80 -1.05
24 C -1.84 -0.78 -1.98
25 N -3.70 -0.73 1.66
26 C -4.41 -1.47 0.63
27 C -4.56 -0.09 2.65
28 H -1.11 -1.36 4.38
29 H -2.63 -1.89 3.64
30 H -2.60 -0.46 4.67
31 H -0.23 0.81 3.74
32 H -0.45 1.29 2.06
33 H 0.39 -0.23 2.45
34 H -3.43 1.55 -0.05
35 H -4.32 2.24 -2.25
36 H -3.64 1.02 -4.29
37 H -2.46 -0.70 -5.36
38 H -0.96 -2.66 -5.31
39 H 0.05 -3.37 -3.16
40 H 2.83 -3.37 1.13
41 H 1.71 -2.09 1.61
42 H 2.19 -2.24 -0.08
43 H -0.36 -5.12 1.55
44 H 0.81 -4.28 2.57
45 H 1.36 -5.56 1.49
46 H -2.63 -3.39 -0.85
47 H -2.84 -5.14 -0.64
48 H -2.39 -4.47 -2.22
49 H 0.80 -5.78 -0.91
50 H -0.48 -6.06 -2.10
51 H -0.71 -6.59 -0.42
52 H -3.71 -2.03 0.02
53 H -5.00 -0.81 -0.01
54 H -5.09 -2.17 1.12
55 H -4.01 0.65 3.21
56 H -4.98 -0.83 3.35
57 H -5.39 0.40 2.14
58 C 2.59 -1.46 -2.86
59 Si 3.40 -0.29 -1.65
60 C 4.74 -1.28 -0.78
61 C 4.19 1.12 -2.58
62 N 2.15 0.34 -0.61
63 C 2.40 1.49 0.13
64 C 3.61 1.86 0.73
65 C 3.73 3.03 1.47
66 C 2.65 3.89 1.65
67 C 1.43 3.56 1.07
68 C 1.36 2.40 0.35
69 F 0.13 2.04 -0.22
70 H 3.32 -1.86 -3.57
71 H 1.80 -0.96 -3.44
72 H 2.14 -2.31 -2.34
73 H 5.65 -1.27 -1.39
74 H 4.45 -2.33 -0.66
75 H 5.00 -0.90 0.21
76 H 4.92 0.73 -3.30
77 H 4.72 1.81 -1.92
78 H 3.45 1.70 -3.13
79 H 4.47 1.22 0.62
80 H 4.68 3.28 1.91
81 H 2.75 4.80 2.23
82 H 0.55 4.19 1.17

Atomic partial charges in e from the Mulliken method, atoms 1 to 2: number 1, V, carries 0.650; number 2, C, carries -1.301

Record 5
A structure of composition C29H43N11O4Pb. Source: OMol25; level of theory: ωB97M-V/def2-TZVPD.

Computed properties:
Electronic energy, eV: -60586.1881
LUMO level, eV: -4.96
Total charge: +2
Orbital gap, eV: 7.014
Relative energy (zero: lowest compared OMol25 entry of this formula, charge and spin), kcal per mole: 0.0

Geometry (Å):
1 Pb -0.17 -0.13 -0.23
2 N 1.37 -0.11 3.11
3 N 2.75 -0.37 3.04
4 C 3.38 -0.53 1.85
5 N 4.67 -0.85 1.90
6 N 2.61 -0.32 0.78
7 N 3.16 -0.46 -0.47
8 O 4.32 -0.72 -0.67
9 O 2.35 -0.23 -1.38
10 H 1.22 0.73 3.65
11 H 0.92 -0.89 3.58
12 H 3.27 -0.54 3.89
13 H 5.12 -1.03 2.77
14 H 5.16 -0.98 1.03
15 O -0.25 2.28 -0.10
16 C 0.57 3.16 0.25
17 C 0.22 4.61 0.08
18 C 1.06 5.28 -1.02
19 C 2.45 5.70 -0.57
20 C 3.36 4.56 -0.12
21 C 2.82 3.79 1.08
22 N 1.76 2.84 0.76
23 H 0.36 5.14 1.02
24 H -0.84 4.64 -0.17
25 H 0.51 6.16 -1.36
26 H 1.12 4.61 -1.89
27 H 2.35 6.42 0.25
28 H 2.94 6.24 -1.39
29 H 4.33 4.97 0.15
30 H 3.53 3.85 -0.94
31 H 2.46 4.48 1.85
32 H 3.61 3.20 1.55
33 H 1.99 1.85 0.78
34 C -2.23 -4.12 -1.08
35 C -2.13 -4.48 0.40
36 C -1.24 -3.37 0.96
37 O -0.56 -2.77 -0.17
38 C -0.87 -3.53 -1.36
39 H -3.01 -3.36 -1.24
40 H -2.46 -4.98 -1.71
41 H -1.64 -5.45 0.52
42 H -3.09 -4.52 0.90
43 H -0.49 -3.75 1.66
44 H -1.81 -2.58 1.45
45 H -0.11 -4.31 -1.48
46 H -0.82 -2.85 -2.21
47 N -0.41 -0.04 -2.65
48 C 0.02 0.07 -3.72
49 N 0.49 0.19 -4.92
50 C 1.66 -0.62 -5.36
51 C 2.77 0.31 -5.82
52 C 2.26 1.31 -6.86
53 C 1.07 2.10 -6.33
54 C -0.05 1.18 -5.87
55 H 1.32 -1.26 -6.18
56 H 1.97 -1.25 -4.53
57 H 3.59 -0.29 -6.22
58 H 3.16 0.85 -4.95
59 H 1.95 0.76 -7.77
60 H 3.06 1.98 -7.16
61 H 0.68 2.78 -7.09
62 H 1.39 2.72 -5.48
63 H -0.46 0.62 -6.71
64 H -0.86 1.72 -5.38
65 N -7.84 -0.29 -0.72
66 C -9.09 -0.02 -0.19
67 C -10.38 -0.27 -0.66
68 C -11.41 0.14 0.15
69 C -11.17 0.78 1.39
70 C -9.90 1.01 1.84
71 C -8.84 0.60 1.03
72 N -7.47 0.70 1.24
73 C -6.93 0.17 0.19
74 C -5.47 0.08 0.03
75 C -4.85 -0.44 -1.10
76 C -3.46 -0.47 -1.15
77 N -2.70 -0.02 -0.15
78 C -3.30 0.48 0.93
79 C -4.67 0.55 1.07
80 H -7.66 -0.76 -1.59
81 H -10.57 -0.75 -1.61
82 H -12.43 -0.02 -0.17
83 H -12.02 1.08 1.99
84 H -9.71 1.50 2.79
85 H -5.40 -0.81 -1.95
86 H -2.95 -0.85 -2.02
87 H -2.65 0.85 1.72
88 H -5.13 0.96 1.96

Atomic partial charges in e from the Mulliken method, atoms 1 to 2: number 1, Pb, carries 1.803; number 2, N, carries -0.450

Question: The highest electronic energy belongs to which entry?
Answer: C29H43N11O4Pb